{
  "formula": "C27H47N5O5",
  "method": "ωB97M-V with the def2-TZVPD basis set",
  "total_charge": -1,
  "homo_lumo_gap_ev": [2.1, 8.0],
  "multiplicity": 2,
  "total_energy_ev": -46445.5176,
  "max_force_ev_per_a": 4.30,
  "s2": 0.752,
  "e_lumo_ev": [2.42, 2.40],
  "elements": ["C", "C", "O", "C", "H", "H", "H", "H", "H", "H", "C", "C", "O", "C", "H", "H", "H", "H", "H", "H", "C", "C", "O", "C", "H", "H", "H", "H", "H", "H", "C", "C", "O", "N", "C", "H", "H", "H", "H", "H", "H", "H", "C", "C", "O", "N", "C", "H", "H", "H", "H", "H", "H", "H", "N", "C", "C", "C", "C", "H", "H", "H", "H", "H", "N", "C", "C", "C", "C", "H", "H", "H", "H", "H", "N", "C", "C", "C", "C", "H", "H", "H", "H", "H"],
  "positions_angstrom": [[2.313074, 0.411177, -2.862494], [2.799099, -0.995179, -2.635592], [2.010493, -1.974016, -2.492169], [4.259005, -1.228570, -2.547533], [1.311761, 0.546960, -2.453800], [2.243215, 0.736843, -3.900355], [2.944420, 1.149686, -2.368420], [4.740479, -0.856032, -1.643381], [4.678154, -0.783779, -3.450074], [4.557149, -2.275119, -2.610382], [-0.310677, -0.151402, -0.212155], [0.830042, 0.861617, 0.309971], [2.013400, 0.499496, 0.597348], [0.373246, 2.318539, 0.576959], [-0.889487, 0.168631, -1.078556], [-1.152212, -0.128028, 0.480225], [0.221391, -1.102569, -0.195103], [0.066900, 2.838781, -0.330554], [1.132622, 2.843559, 1.156440], [-0.450725, 2.246621, 1.286887], [4.373477, 0.225066, 3.031389], [4.933900, 1.389546, 2.257784], [6.124870, 1.414743, 1.900790], [4.110608, 2.654317, 2.001669], [5.186169, -0.300170, 3.533147], [3.766836, -0.431432, 2.407623], [3.796855, 0.634455, 3.860847], [3.073755, 2.390324, 1.793463], [4.486549, 3.329326, 1.232821], [4.223642, 3.272506, 2.892268], [-6.057901, 4.528578, -2.473601], [-4.692960, 3.992998, -2.730062], [-3.976102, 4.477417, -3.675464], [-4.177566, 3.181976, -1.817738], [-2.916448, 2.468851, -1.910772], [-6.420948, 4.079194, -1.549285], [-6.779729, 4.401687, -3.280422], [-5.783653, 5.581142, -2.402851], [-4.698563, 2.974791, -0.977654], [-2.150374, 3.042213, -1.388769], [-2.712782, 2.428484, -2.980816], [-3.106882, 1.551540, -1.353662], [-1.015940, -0.078866, -3.961289], [-0.595724, 1.143717, -4.703228], [-0.617610, 2.230212, -4.194224], [-0.194375, 0.932888, -5.932802], [0.325108, 1.843769, -6.868581], [-1.661986, 0.094118, -3.100590], [-0.165786, -0.663150, -3.609217], [-1.562776, -0.701177, -4.669675], [-0.358983, 0.002879, -6.290702], [0.832429, 1.108424, -7.493074], [1.171148, 2.484595, -6.620266], [-0.416722, 2.403516, -7.438204], [0.946387, 1.187229, 5.197958], [1.413028, 0.001711, 4.758031], [0.498079, -0.485108, 3.845149], [-0.470888, 0.524954, 3.700087], [-0.121017, 1.555735, 4.530711], [1.342099, 1.801831, 5.894927], [2.369705, -0.367721, 5.096704], [0.526426, -1.322716, 3.163981], [-1.303428, 0.683459, 3.030640], [-0.576914, 2.513990, 4.731457], [1.237463, -6.306412, 2.292691], [1.463454, -5.642334, 1.127238], [1.506190, -4.301404, 1.380699], [1.322514, -4.199607, 2.814277], [1.395700, -5.423316, 3.329132], [1.117279, -7.309154, 2.305000], [1.618890, -6.279683, 0.269319], [1.630554, -3.471042, 0.701411], [1.197258, -3.332535, 3.445859], [1.442836, -5.707202, 4.370083], [-3.374173, -1.737138, 2.838363], [-4.253030, -2.551299, 3.547681], [-4.583766, -3.654630, 2.782107], [-3.785338, -3.553931, 1.616293], [-3.306209, -2.250163, 1.603456], [-3.003021, -0.867814, 3.194194], [-4.636179, -2.264275, 4.515772], [-5.302219, -4.426446, 3.015605], [-3.702020, -4.309728, 0.849329], [-2.642546, -1.720939, 0.935728]],
  "atomic_forces_ev_per_a": [[-0.40, 0.45, 0.39], [-2.54, -2.91, 0.91], [1.83, 2.95, -0.66], [0.99, -0.45, -0.62], [0.05, -0.20, 0.10], [0.22, -0.42, -0.28], [0.20, -0.16, 0.09], [-0.22, 0.54, -0.10], [0.44, 0.48, 0.18], [-0.59, -0.17, 0.11], [2.03, 1.62, 1.30], [0.23, 0.16, -0.35], [-2.49, 0.16, -0.60], [0.63, -1.57, 0.18], [0.95, -0.17, -0.60], [-0.11, -0.13, 1.07], [-0.62, -0.24, -0.64], [0.01, 0.02, 0.18], [0.23, 0.16, -0.47], [-0.84, 0.07, -0.04], [0.28, 0.63, 0.56], [2.55, 1.14, -1.23], [-1.86, -0.48, 0.62], [-0.21, -0.49, 0.29], [0.18, -0.21, -0.50], [-0.14, 0.14, 0.08], [-0.50, -0.04, -0.32], [0.02, 0.16, 0.24], [0.31, -0.65, -0.35], [-0.44, -0.15, 0.44], [0.27, 0.03, 0.25], [2.69, 1.77, -2.86], [-1.99, -1.65, 1.92], [-0.54, -0.76, 1.00], [-0.57, 1.06, 0.01], [-0.38, 0.47, 0.03], [0.30, -0.14, -0.04], [-0.81, 0.23, 0.39], [-0.25, 0.08, -0.25], [0.27, -0.15, -0.20], [0.48, -0.53, 0.28], [0.50, -0.38, -0.44], [-0.48, -1.10, -0.08], [-0.79, -0.03, 2.15], [0.31, 1.81, 0.61], [0.00, -1.62, -0.94], [1.21, -0.29, -1.74], [0.12, 0.40, -0.26], [0.14, 0.03, -0.06], [-0.14, -0.35, 0.12], [0.18, 0.20, 0.13], [-0.03, 0.54, -1.12], [-0.44, 0.18, 0.99], [-0.03, 0.06, 0.11], [2.03, 1.01, 1.52], [0.27, -1.46, 0.04], [0.15, 0.35, -0.63], [-0.61, 1.14, -0.16], [-2.22, 0.52, -0.60], [0.35, -0.45, -0.13], [-0.28, -0.19, 0.07], [0.35, -0.17, 0.40], [-0.06, -0.62, -0.33], [-0.15, -0.14, -0.16], [1.38, -0.97, 0.17], [-0.36, -0.22, -0.76], [-0.52, 0.19, 0.73], [1.09, 1.94, -0.77], [-1.65, -1.57, 1.12], [0.35, 0.33, 0.41], [-0.22, 0.53, -0.36], [-0.04, -0.22, -0.08], [0.40, 0.19, -0.32], [-0.40, -0.22, -0.14], [-2.57, -0.73, 1.50], [-0.18, 0.13, 0.40], [0.98, 0.52, 0.66], [-1.18, 1.00, -0.85], [2.79, -1.03, -0.85], [-0.10, 0.04, -0.40], [0.18, 0.05, -0.03], [0.25, -0.03, 0.21], [-0.11, 0.34, -0.22], [-0.07, -0.37, -0.39]]
}

{
  "formula": "C36H72Br36",
  "method": "ωB97M-V with the def2-TZVPD basis set",
  "relative_energy_ev": 0.211,
  "homo_lumo_gap_ev": 10.2,
  "total_energy_ev": -2560031.9481,
  "max_force_ev_per_a": 3.41,
  "e_lumo_ev": 0.05,
  "elements": ["Br", "C", "C", "Br", "H", "H", "H", "H", "Br", "C", "C", "Br", "H", "H", "H", "H", "Br", "C", "C", "Br", "H", "H", "H", "H", "Br", "C", "C", "Br", "H", "H", "H", "H", "Br", "C", "C", "Br", "H", "H", "H", "H", "Br", "C", "C", "Br", "H", "H", "H", "H", "Br", "C", "C", "Br", "H", "H", "H", "H", "Br", "C", "C", "Br", "H", "H", "H", "H", "Br", "C", "C", "Br", "H", "H", "H", "H", "Br", "C", "C", "Br", "H", "H", "H", "H", "Br", "C", "C", "Br", "H", "H", "H", "H", "Br", "C", "C", "Br", "H", "H", "H", "H", "Br", "C", "C", "Br", "H", "H", "H", "H", "Br", "C", "C", "Br", "H", "H", "H", "H", "Br", "C", "C", "Br", "H", "H", "H", "H", "Br", "C", "C", "Br", "H", "H", "H", "H", "Br", "C", "C", "Br", "H", "H", "H", "H", "Br", "C", "C", "Br", "H", "H", "H", "H"],
  "positions_angstrom": [[-6.007818, 4.566410, 0.076623], [-4.078419, 4.395147, 0.291969], [-3.478937, 5.586869, -0.356459], [-1.541180, 5.628047, 0.102579], [-3.674852, 3.413817, -0.026335], [-3.878054, 4.376456, 1.358770], [-3.900797, 6.410380, 0.155037], [-3.555199, 5.618072, -1.439675], [1.529234, 4.440035, 2.015525], [3.420470, 4.992589, 2.289871], [3.777764, 4.675233, 3.711540], [5.576316, 5.106628, 4.341755], [3.456765, 6.030140, 2.016999], [4.056610, 4.401379, 1.589875], [3.680127, 3.619274, 3.826656], [3.017496, 5.052922, 4.486128], [1.627773, -2.668705, -6.616777], [2.298213, -2.066294, -4.876221], [3.808747, -1.667854, -4.968986], [4.984341, -3.264065, -4.823132], [2.244697, -2.876739, -4.168319], [1.713880, -1.202205, -4.486939], [4.017631, -1.109564, -4.004808], [4.153548, -1.148644, -5.856475], [-5.808471, -1.533560, 5.866502], [-5.736270, -1.644636, 3.936534], [-4.255583, -1.565945, 3.443780], [-4.270374, -1.727579, 1.466980], [-6.203451, -0.786677, 3.541434], [-6.315613, -2.498235, 3.586434], [-3.755821, -2.492042, 3.719237], [-3.649534, -0.691931, 3.679141], [-8.686680, 0.684669, -1.301957], [-6.842497, 1.033269, -1.929036], [-5.760095, 1.121661, -0.815300], [-4.032878, 1.285850, -1.680036], [-6.909323, 1.969001, -2.601914], [-6.628323, 0.129369, -2.564559], [-5.732963, 0.199536, -0.173943], [-5.783338, 2.008574, -0.176160], [6.860148, -2.951417, -0.504249], [5.171368, -2.582274, -1.365496], [4.103266, -2.096700, -0.410636], [2.432529, -1.982436, -1.384773], [4.946838, -3.468580, -1.908481], [5.513592, -1.804497, -2.096713], [4.252321, -1.154662, 0.028527], [3.885276, -2.847896, 0.285616], [3.268707, 1.815662, 5.861769], [3.430130, 0.655642, 4.275306], [3.805667, -0.639020, 4.840043], [3.708369, -2.032452, 3.411257], [4.190300, 1.115765, 3.640556], [2.431751, 0.599381, 3.782143], [3.113351, -0.905175, 5.621907], [4.794810, -0.597769, 5.191271], [9.542223, 2.410168, 4.460877], [7.840218, 2.093613, 3.596472], [7.818708, 2.686119, 2.200058], [6.181238, 2.225816, 1.279028], [6.998848, 2.309714, 4.287348], [7.807994, 0.982625, 3.500624], [8.696759, 2.403420, 1.653834], [7.812757, 3.758380, 2.218832], [-1.740009, 3.180009, 6.444652], [-0.966281, 3.052257, 4.572150], [-2.029209, 3.608672, 3.591884], [-3.553460, 2.325322, 3.387279], [-0.699612, 1.983394, 4.472061], [-0.052187, 3.645684, 4.629613], [-1.596803, 3.662862, 2.581605], [-2.464371, 4.593440, 3.928508], [-1.661684, -4.432650, 4.815306], [-0.716667, -4.041017, 3.227272], [-1.563150, -4.432695, 1.987501], [-0.382524, -4.213457, 0.477388], [0.239773, -4.612504, 3.307402], [-0.449634, -3.009806, 3.316983], [-2.452945, -3.759520, 1.825815], [-1.874478, -5.460392, 2.009509], [0.283689, -0.807636, 5.397538], [-0.484262, -0.839159, 7.216551], [-1.909935, -1.290465, 7.137675], [-2.629449, -1.926685, 8.813811], [-0.351536, 0.134417, 7.581961], [0.119761, -1.638262, 7.692415], [-2.187336, -2.028623, 6.420327], [-2.539293, -0.469948, 6.881734], [-2.716895, -3.048397, -5.990546], [-1.358635, -3.372565, -4.637656], [-0.901266, -4.820113, -4.720011], [0.396878, -4.937263, -3.079904], [-1.886165, -3.098350, -3.693790], [-0.444666, -2.778354, -4.795274], [-0.342278, -5.102304, -5.605093], [-1.727993, -5.513908, -4.617925], [-4.277517, -2.396327, -2.244314], [-4.904645, -4.076544, -1.553786], [-3.615390, -4.938048, -1.347104], [-4.157266, -6.429704, -0.228703], [-5.628695, -4.537688, -2.179368], [-5.297623, -3.841753, -0.612175], [-2.798450, -4.394053, -0.868503], [-3.310866, -5.349913, -2.285645], [2.896293, -5.612698, 2.227487], [2.975310, -6.302515, 0.445486], [4.363771, -6.125898, -0.168795], [4.146572, -6.453451, -2.080486], [2.129819, -5.812451, 0.034644], [2.666669, -7.354443, 0.601966], [5.064403, -6.864364, 0.277477], [4.764921, -5.145528, -0.074376], [0.157915, 1.499151, -5.601581], [-0.314146, 0.479113, -7.189375], [-1.703053, 1.068770, -7.521904], [-2.471023, -0.025768, -8.909585], [-0.480261, -0.518386, -6.886625], [0.498172, 0.583130, -7.876207], [-1.607352, 2.107752, -7.775893], [-2.325942, 0.999829, -6.636284], [-3.798282, 4.394482, -3.866921], [-3.073421, 5.749422, -5.014446], [-1.962150, 5.147517, -5.961183], [-0.957981, 6.631929, -6.749233], [-2.587826, 6.490079, -4.277761], [-3.859480, 6.278139, -5.478335], [-2.313298, 4.598397, -6.776196], [-1.222482, 4.474070, -5.435538], [0.953213, 5.006158, -3.175444], [1.692657, 3.315631, -2.596948], [2.558575, 3.394417, -1.291902], [3.247822, 1.678661, -0.830800], [2.237454, 2.994360, -3.411883], [0.870119, 2.669377, -2.421767], [1.931314, 3.737499, -0.524009], [3.454252, 3.978598, -1.252122], [-0.739835, -0.120943, -2.551551], [-0.679830, -0.597390, -0.586731], [-0.594806, 0.697014, 0.105956], [-0.216217, 0.539257, 1.981732], [0.162270, -1.267861, -0.409798], [-1.648913, -1.092570, -0.447001], [-1.446356, 1.337139, -0.054856], [0.379896, 1.062343, -0.197815]],
  "atomic_forces_ev_per_a": [[0.09, -0.17, -0.04], [0.46, -1.30, 0.47], [1.09, -0.45, 0.10], [-0.45, -0.07, -0.22], [-0.66, 0.60, -0.45], [-0.27, 0.39, 0.14], [-0.19, 1.27, -0.02], [-0.05, 0.05, 0.20], [0.61, 0.12, 0.19], [0.45, -0.47, -0.64], [-1.61, 0.20, 1.67], [-0.41, 0.12, -0.48], [-0.01, 0.43, 0.02], [-0.64, 0.40, 0.47], [0.28, -0.76, 0.07], [1.31, 0.01, -1.28], [0.08, 0.13, 0.46], [1.45, 0.95, -0.29], [-0.54, -0.30, 1.83], [-0.43, 0.39, -0.29], [-0.37, -0.35, -0.01], [0.22, -0.56, -0.62], [-0.07, -0.40, -1.33], [-0.31, 0.13, 0.08], [0.10, -0.09, -0.06], [1.53, 0.38, -0.43], [-0.94, -1.67, -0.21], [-0.02, 0.31, 0.18], [-0.85, 1.09, -0.14], [0.56, -0.21, 0.16], [0.27, 0.23, 0.28], [-0.49, 0.03, 0.16], [0.68, 0.24, 0.17], [0.46, 0.23, -1.11], [-0.85, -0.62, 0.30], [0.19, -0.24, -0.26], [0.26, -1.51, 1.29], [-0.10, 1.08, 0.58], [-0.05, 0.87, -0.79], [-0.53, -0.36, -0.25], [0.27, -0.20, 0.65], [0.98, 2.00, -0.69], [0.12, -1.00, -1.68], [-0.18, 0.06, -0.38], [-0.57, -0.62, -0.25], [-0.87, -0.62, 0.54], [0.49, 1.07, 0.59], [-0.08, -0.83, 1.37], [-0.09, 0.17, -0.19], [-1.18, 1.10, -0.55], [-0.52, -1.17, -0.71], [0.04, 0.48, 0.60], [-0.24, -0.15, -0.05], [0.81, 0.37, 0.32], [-0.07, -0.46, 0.06], [1.27, -0.36, 0.49], [-0.06, 0.31, 0.07], [-0.63, -2.01, 0.01], [-0.22, 0.60, 1.02], [-0.01, -0.24, -0.08], [0.65, 0.59, -0.63], [0.08, 0.75, -0.04], [0.14, -0.56, -0.48], [-0.05, 0.56, 0.19], [0.49, -0.17, -0.83], [-1.05, -0.04, 0.88], [0.33, -0.29, 0.37], [0.60, 0.58, 0.16], [-0.39, 0.70, -0.23], [-0.27, 0.09, -0.24], [-0.20, 0.16, 0.35], [0.55, -1.20, -0.42], [-0.80, -0.32, 1.05], [0.69, -1.14, -0.82], [0.11, 1.48, 0.86], [0.06, 0.08, -0.50], [-0.90, 0.29, -0.41], [-0.06, 0.74, -0.47], [1.03, -0.72, 0.26], [-0.07, -0.37, 0.07], [-0.29, 0.12, -0.06], [0.58, -2.79, -0.70], [-0.80, 0.73, 0.03], [0.20, -0.05, 0.32], [0.19, 1.09, 0.77], [-0.23, 0.92, 0.05], [0.61, -0.81, -0.44], [-0.44, 0.86, -0.09], [0.25, 0.13, -0.25], [0.34, -0.20, 0.46], [0.09, 0.43, 1.36], [-1.03, -0.30, -1.44], [0.77, -0.43, -0.65], [-0.87, 0.30, -0.06], [0.32, 0.36, 0.09], [0.11, -0.22, 0.53], [-0.15, 0.59, -0.44], [2.63, -0.51, 0.19], [-1.60, 0.56, 0.05], [0.23, -0.18, 0.14], [-0.43, -0.25, -0.65], [-0.78, 0.25, 1.26], [-0.31, -0.14, -0.03], [0.40, -0.24, -0.46], [0.41, 0.48, 1.12], [0.19, -1.27, 0.73], [-0.89, -1.39, 0.23], [0.26, -0.04, 0.06], [-0.26, 0.59, -1.22], [0.56, 0.46, -0.56], [-0.43, 0.54, -0.53], [0.19, 0.75, 0.17], [0.61, 0.05, 0.41], [-1.68, 1.27, 0.69], [1.24, -0.66, 0.16], [-0.22, 0.20, -0.28], [0.28, -1.13, 0.32], [0.07, 0.12, -0.63], [-0.20, 0.35, -0.62], [-0.13, -0.20, -0.08], [-0.30, -0.58, 0.00], [3.16, 0.45, 1.20], [0.50, 0.75, 2.24], [-0.09, -0.19, 0.14], [-0.54, -1.15, -1.31], [-0.80, 0.24, -0.89], [-1.00, -0.71, -1.19], [-0.89, 1.06, -0.22], [0.01, 0.25, 0.23], [0.76, 0.95, 2.11], [-0.67, 0.16, -1.65], [-0.11, -0.93, 0.19], [1.22, -0.85, -1.59], [-0.73, -0.61, 0.18], [-0.77, 0.19, 1.16], [0.20, 0.77, -0.81], [0.30, -0.36, 0.78], [-1.46, -1.00, -0.95], [1.56, 0.31, -0.14], [-0.36, -0.40, 0.87], [-0.28, 0.24, -0.13], [0.38, -0.09, 0.08], [-0.03, 0.29, 0.00], [-0.30, 1.01, -0.41]]
}

Number 1 is which compound? C27H47N5O5

Which formula does entry 1 have? C27H47N5O5